{
  "formula": "C2H6N3S2",
  "method": "wB97M-V/def2-TZVPD",
  "e_above_lowest_kj_mol": 287.8,
  "fmax_ev_per_a": 5.86,
  "homo_lumo_gap_ev": 8.55,
  "e_tot_ev": -28302.6312,
  "spin_multiplicity": 1,
  "charge": 1,
  "lumo_energy_ev": -5.01,
  "species": ["H", "S", "C", "H", "H", "H", "H", "S", "C", "N", "N", "N", "H"],
  "coordinates": [[-3.554822, -0.641307, 0.001045], [-2.359687, -1.191066, -0.118670], [-1.341687, 0.197384, 0.080211], [2.929130, 0.629252, -0.208965], [1.350519, -1.684812, 0.276381], [0.878548, 1.833757, 0.472951], [2.776851, -1.645207, -0.527017], [-2.312920, 1.805177, -0.108454], [1.024410, 0.790545, 0.274837], [2.164669, -1.195317, 0.051637], [-0.146967, -0.096590, 0.182225], [2.086337, 0.134846, -0.072569], [-3.494375, 1.063340, -0.303618]],
  "atomic_forces_ev_per_a": [[-0.310, 0.136, 0.071], [0.374, -1.219, 0.065], [-4.440, 2.051, -0.727], [1.347, 0.471, 0.033], [-1.640, -0.302, 0.244], [0.775, 0.496, -0.151], [1.911, -1.066, -1.868], [0.223, -1.993, 0.206], [-4.156, -3.125, -1.736], [0.462, 0.707, 1.051], [5.518, 1.482, 1.316], [-1.424, 0.984, 1.343], [1.360, 1.377, 0.152]]
}